No. 1
Formula: C31H48N6O6
Source: the OMol25 dataset
Level of theory: ωB97M-V/def2-TZVPD

```
91
Properties=species:S:1:pos:R:3:forces:R:3
O 16.011 -6.133 -12.706 -0.2 -2.0 -1.0
C 15.615 -7.276 -12.608 -0.8 2.7 -0.6
O 15.371 -7.799 -11.444 0.3 0.3 2.9
C 15.119 -9.171 -11.520 -0.6 -0.8 -0.3
C 14.637 -9.207 -12.988 0.2 -6.0 1.5
O 15.142 -8.134 -13.562 1.4 4.6 -1.7
H 16.013 -9.683 -11.164 0.2 -0.3 -0.8
H 14.326 -9.523 -10.861 -0.1 0.6 0.2
H 13.579 -9.469 -12.986 -0.5 1.4 -0.4
H 15.046 -10.048 -13.547 0.1 -0.3 0.3
O 13.886 -11.482 -14.852 -0.3 -0.2 -0.6
C 12.893 -11.341 -15.485 -2.2 0.7 0.0
O 12.498 -10.184 -16.132 1.5 -0.2 -0.1
C 11.229 -10.374 -16.664 -3.9 -0.2 0.3
C 10.989 -11.867 -16.658 2.0 0.0 -1.5
O 11.822 -12.195 -15.557 1.1 -1.2 1.2
H 10.422 -10.087 -15.990 0.4 0.9 0.9
H 10.884 -9.837 -17.548 1.4 0.0 -0.4
H 11.497 -12.309 -17.516 -0.3 -0.3 -0.4
H 9.981 -12.278 -16.610 0.1 0.4 0.6
C 11.509 -2.384 -13.573 0.9 -2.1 0.7
C 12.203 -3.203 -12.576 -1.0 0.5 -2.7
C 12.261 -4.589 -12.790 -0.2 0.4 -1.7
N 11.745 -5.217 -13.912 -1.2 2.1 1.4
C 10.947 -4.422 -14.665 0.4 0.9 -1.1
C 10.818 -3.018 -14.638 1.6 0.4 3.4
H 11.641 -1.313 -13.518 -0.3 0.1 0.1
H 12.839 -2.701 -11.861 -0.2 -0.2 0.4
H 12.853 -5.216 -12.140 0.0 -0.1 0.1
H 10.424 -4.755 -15.548 0.2 -1.4 0.0
H 10.244 -2.374 -15.288 -0.1 -0.6 -0.4
C 13.941 -2.811 -19.621 0.3 -1.2 -0.7
C 14.548 -1.509 -20.037 1.8 -0.1 0.7
C 16.069 -1.551 -20.432 0.1 -1.0 0.8
C 16.913 -2.396 -19.524 -0.8 0.8 -0.7
N 17.577 -3.035 -18.844 0.2 -0.3 0.3
H 14.633 -3.261 -18.910 -0.1 -0.2 0.1
H 13.863 -3.498 -20.463 -0.3 -0.2 0.0
H 12.980 -2.713 -19.116 0.0 0.1 -0.2
H 14.593 -1.068 -19.042 -0.4 1.5 -0.5
H 14.087 -0.995 -20.881 -0.5 0.3 0.7
H 16.469 -0.539 -20.370 0.0 0.0 -0.2
H 16.249 -1.963 -21.425 -0.2 0.2 -0.2
C 11.838 -7.692 -21.534 0.4 0.7 -0.5
C 12.743 -7.086 -22.636 0.9 0.8 0.4
C 14.180 -6.515 -22.200 -0.9 -1.1 0.1
C 14.903 -7.549 -21.483 1.1 -1.2 0.8
N 15.462 -8.341 -20.849 -0.6 0.6 -0.9
H 11.084 -8.355 -21.956 0.1 -0.1 -0.2
H 11.286 -6.877 -21.064 0.1 -0.2 0.4
H 12.408 -8.248 -20.789 0.0 0.1 0.0
H 12.270 -6.205 -23.070 -0.3 -0.2 -0.2
H 12.943 -7.797 -23.439 0.0 0.0 0.0
H 14.207 -5.674 -21.508 -0.6 0.3 -0.2
H 14.768 -6.259 -23.082 -0.2 0.1 -0.1
C 7.088 -5.953 -18.583 0.4 0.0 1.1
C 6.221 -5.429 -17.363 1.4 0.1 -2.1
C 7.014 -4.970 -16.116 -1.4 -1.0 -0.4
C 7.931 -6.004 -15.671 0.1 0.7 0.0
N 8.662 -6.789 -15.277 0.4 -0.7 0.2
H 7.923 -6.604 -18.323 -0.3 -0.6 0.7
H 7.700 -5.194 -19.070 -0.8 0.5 -0.4
H 6.439 -6.535 -19.238 0.2 0.4 -0.3
H 5.469 -6.200 -17.197 0.1 0.2 0.6
H 5.741 -4.531 -17.751 -0.5 -0.1 0.2
H 6.238 -4.919 -15.352 0.2 0.5 0.4
H 7.464 -3.991 -16.277 0.2 -0.2 0.1
C 14.695 -6.833 -18.253 0.1 -0.9 2.0
C 14.176 -7.160 -16.768 1.6 0.3 -2.3
C 12.869 -6.591 -16.436 -2.7 0.4 0.0
C 11.737 -6.772 -17.414 -4.6 -1.2 -4.6
N 10.831 -6.878 -18.233 5.5 0.7 5.0
H 14.772 -5.791 -18.564 -0.3 0.2 0.4
H 14.076 -7.384 -18.961 0.2 0.1 0.1
H 15.711 -7.227 -18.235 0.0 -0.1 -0.6
H 14.863 -6.829 -15.989 0.2 0.2 -0.2
H 14.137 -8.245 -16.669 0.0 0.0 -0.1
H 12.807 -5.509 -16.315 0.7 0.1 0.3
H 12.579 -7.042 -15.487 -0.5 0.3 0.1
C 19.181 -6.722 -17.404 -0.1 0.5 0.7
C 20.310 -5.645 -17.508 0.0 -1.0 0.2
C 21.262 -6.021 -18.669 0.1 -0.1 0.5
C 21.778 -7.401 -18.547 -1.9 5.2 0.1
N 22.156 -8.445 -18.538 1.9 -5.0 0.1
H 19.292 -7.353 -16.522 0.4 -0.1 -0.1
H 19.142 -7.384 -18.269 0.1 0.1 -0.1
H 18.175 -6.327 -17.264 0.1 0.5 -0.3
H 20.962 -5.589 -16.636 -0.1 -0.8 0.4
H 19.982 -4.607 -17.457 -0.5 -0.1 -1.2
H 22.130 -5.366 -18.606 0.0 0.1 -0.6
H 20.796 -6.058 -19.654 -0.1 0.7 0.0
```
Forces are in eV/Å.

Results
- LUMO energy (eV) = 0.36
- frontier orbital gap (eV) = 10.03

No. 2
Formula: C31H48N8O3PS2Sr
Source: the OMol25 dataset
Level of theory: ωB97M-V/def2-TZVPD

```
94
Properties=species:S:1:pos:R:3:forces:R:3
Sr -0.967 -0.244 0.023 -0.1 0.0 -0.2
C -4.042 2.167 3.102 0.0 0.0 0.0
C -3.566 1.201 2.050 -0.1 -0.1 -0.1
N -2.471 1.409 1.415 0.1 0.1 0.1
N -1.878 2.644 1.690 0.0 0.0 0.0
C -0.622 2.637 1.964 0.1 0.1 -0.1
S 0.455 1.308 2.185 0.1 0.0 0.0
S -0.027 4.340 1.984 0.0 0.0 0.0
C 1.491 4.281 2.972 0.0 0.0 0.0
C 1.249 4.480 4.442 0.0 0.0 0.0
C 0.911 3.406 5.261 0.0 0.0 0.0
C 0.662 3.604 6.611 0.0 0.0 0.0
C 0.748 4.875 7.164 0.0 0.0 0.0
C 1.087 5.950 6.355 0.0 0.0 0.0
C 1.335 5.750 5.005 0.0 0.0 0.0
C -4.404 0.023 1.724 0.1 0.1 0.0
C -5.794 0.177 1.758 0.0 0.0 0.0
C -6.665 -0.848 1.441 0.0 0.0 0.0
C -6.130 -2.093 1.109 0.0 0.0 0.0
C -4.768 -2.285 1.083 0.0 0.0 0.0
C -3.845 -1.240 1.367 0.0 -0.2 0.0
O -2.577 -1.470 1.301 -0.1 0.0 0.0
H -3.233 2.363 3.806 0.0 0.0 0.0
H -4.288 3.130 2.647 0.0 0.0 0.0
H -4.902 1.779 3.641 0.0 0.0 0.0
H 2.120 5.082 2.580 0.0 0.0 0.0
H 1.973 3.326 2.762 0.0 0.0 0.0
H 0.834 2.417 4.824 0.0 0.0 0.0
H 0.397 2.760 7.236 0.0 0.0 0.0
H 0.553 5.026 8.218 0.0 0.0 0.0
H 1.158 6.946 6.775 0.0 0.0 0.0
H 1.596 6.593 4.374 0.0 0.0 0.0
H -6.201 1.148 2.021 0.0 0.0 0.0
H -7.735 -0.687 1.459 0.0 0.0 0.0
H -6.791 -2.919 0.869 0.0 0.0 0.0
H -4.346 -3.249 0.825 0.0 0.0 0.0
C -3.631 1.773 -1.512 0.0 0.0 0.0
N -2.822 0.620 -1.891 -0.1 -0.1 0.1
C -3.702 -0.521 -2.155 0.1 0.0 -0.1
C -2.000 0.877 -3.075 0.1 -0.1 0.1
C -0.963 1.966 -2.853 0.0 0.0 -0.1
N 0.073 1.599 -1.885 0.0 0.0 0.0
C 1.087 0.740 -2.499 0.0 0.0 0.0
C 0.714 2.800 -1.357 0.0 0.0 0.0
H -4.220 2.147 -2.366 0.0 0.0 0.0
H -3.021 2.582 -1.112 0.0 0.0 0.0
H -4.317 1.473 -0.721 0.0 0.0 0.0
H -4.367 -0.312 -3.009 0.0 0.0 0.0
H -4.317 -0.726 -1.279 0.0 0.0 0.0
H -3.095 -1.397 -2.379 0.0 0.0 0.0
H -2.641 1.153 -3.929 0.0 0.1 0.0
H -1.500 -0.062 -3.320 0.0 0.0 -0.1
H -1.449 2.876 -2.497 0.0 0.0 0.0
H -0.505 2.221 -3.823 0.0 0.0 0.0
H 1.617 1.269 -3.309 0.0 0.0 0.0
H 0.641 -0.171 -2.895 0.0 0.0 0.0
H 1.822 0.450 -1.743 0.0 0.0 0.0
H 1.202 3.382 -2.156 0.0 0.0 0.0
H 1.462 2.527 -0.613 0.0 0.0 0.0
H -0.020 3.436 -0.864 0.0 0.0 0.0
N 0.148 -2.444 1.169 0.2 0.0 0.0
C 0.333 -3.731 0.489 0.0 0.0 0.0
C -0.649 -3.865 -0.671 0.0 0.0 0.0
C -0.244 -2.939 -1.825 0.1 -0.2 0.0
O 0.677 -3.321 -2.565 0.0 0.0 0.0
O -0.858 -1.833 -1.912 0.0 0.2 0.1
H 0.897 -2.271 1.829 0.0 0.0 0.0
H -0.722 -2.456 1.694 -0.2 0.0 0.1
H 0.209 -4.576 1.178 0.0 0.0 0.0
H 1.351 -3.771 0.097 0.0 0.0 0.0
H -1.652 -3.619 -0.316 0.0 0.0 0.0
H -0.632 -4.893 -1.038 0.0 0.0 0.0
C 5.951 -3.986 -2.279 0.0 0.0 0.0
N 6.131 -2.536 -2.346 0.0 0.0 0.0
C 5.735 -2.096 -3.682 0.0 0.0 0.0
N 4.384 -2.478 -4.066 0.0 0.0 0.0
C 4.253 -3.929 -3.936 0.0 0.0 0.0
N 4.608 -4.442 -2.612 0.0 0.0 0.0
C 3.631 -4.004 -1.607 0.0 0.0 0.0
P 3.493 -2.156 -1.425 0.0 0.1 0.0
C 5.335 -1.860 -1.314 0.0 0.0 0.1
C 3.379 -1.787 -3.249 0.0 0.0 0.0
H 6.204 -4.328 -1.273 0.0 0.0 0.0
H 6.649 -4.440 -2.988 0.0 0.0 0.0
H 6.433 -2.540 -4.398 0.0 0.0 0.0
H 5.826 -1.008 -3.737 0.0 0.0 0.0
H 4.921 -4.395 -4.667 0.0 0.0 0.0
H 3.223 -4.211 -4.159 0.0 0.0 0.0
H 3.903 -4.435 -0.638 0.0 0.0 0.0
H 2.642 -4.374 -1.880 0.0 0.0 0.0
H 5.687 -2.189 -0.331 0.0 0.0 0.0
H 5.528 -0.785 -1.372 0.0 0.0 0.0
H 3.486 -0.709 -3.402 0.0 0.0 0.0
H 2.378 -2.079 -3.567 0.0 0.0 0.0
```
Forces are in eV/Å.

Results
- net charge = -1
- LUMO energy (eV) = 2.46
- frontier orbital gap (eV) = 7.28